No. 1
{"formula": "C27H52FNO7P", "method": "wB97M-V/def2-TZVPD", "symbols": ["C", "C", "P", "C", "C", "C", "C", "C", "C", "C", "C", "C", "C", "F", "N", "C", "C", "C", "O", "H", "H", "H", "H", "H", "H", "H", "H", "H", "H", "H", "H", "H", "H", "H", "H", "H", "H", "H", "H", "H", "H", "H", "H", "C", "O", "C", "C", "O", "C", "C", "O", "C", "H", "H", "H", "H", "H", "H", "H", "H", "H", "H", "H", "H", "H", "H", "C", "O", "C", "C", "O", "C", "C", "O", "C", "H", "H", "H", "H", "H", "H", "H", "H", "H", "H", "H", "H", "H", "H"], "xyz": [[0.215, 1.583, 1.527], [-0.944, 1.236, 0.886], [-1.801, 2.266, -0.524], [-2.920, 3.274, -1.764], [-4.292, 3.489, -1.179], [-4.758, 4.785, -1.021], [-5.989, 4.992, -0.470], [-6.799, 3.971, -0.039], [-6.359, 2.677, -0.180], [-7.148, 1.470, 0.284], [-5.123, 2.475, -0.755], [-0.864, 1.354, -1.949], [-1.623, 0.042, -2.215], [0.426, 0.908, -1.579], [-0.579, 3.629, -0.380], [0.188, 4.000, -1.552], [-1.040, 4.733, 0.325], [-1.102, 4.712, 1.850], [-1.373, 5.792, -0.215], [1.147, 1.461, 0.971], [0.203, 1.924, 2.568], [-1.481, 0.324, 1.187], [-2.564, 2.890, 0.556], [-2.820, 1.241, -0.563], [-2.977, 2.756, -2.730], [-2.533, 4.281, -1.946], [-4.142, 5.621, -1.333], [-6.338, 6.018, -0.371], [-7.770, 4.127, 0.424], [-7.592, 0.895, -0.528], [-7.892, 1.812, 1.011], [-6.464, 0.836, 0.858], [-4.779, 1.452, -0.880], [-0.867, 1.857, -2.923], [-1.004, -0.558, -2.896], [-1.788, -0.516, -1.291], [-2.557, 0.272, -2.736], [0.592, 5.008, -1.401], [-0.352, 4.038, -2.509], [1.069, 3.365, -1.705], [-1.040, 3.710, 2.270], [-2.077, 5.116, 2.141], [-0.359, 5.402, 2.258], [5.098, -0.833, 8.049], [4.876, -1.056, 6.678], [4.270, -2.311, 6.410], [3.384, -2.243, 5.183], [2.145, -1.584, 5.393], [2.167, -0.167, 5.544], [2.491, 0.590, 4.273], [3.886, 0.538, 3.999], [4.164, 0.584, 2.614], [5.873, -1.506, 8.436], [5.433, 0.197, 8.169], [4.174, -0.963, 8.625], [3.670, -2.639, 7.267], [5.072, -3.041, 6.237], [3.114, -3.270, 4.921], [3.915, -1.825, 4.327], [2.821, 0.130, 6.365], [1.149, 0.101, 5.833], [2.220, 1.646, 4.401], [1.914, 0.171, 3.443], [3.622, -0.204, 2.080], [5.232, 0.414, 2.485], [3.902, 1.562, 2.197], [2.166, -7.327, -5.592], [1.707, -5.997, -5.632], [0.291, -5.898, -5.625], [-0.168, -4.633, -4.928], [-0.070, -4.677, -3.513], [1.230, -4.608, -2.938], [1.894, -3.252, -3.060], [2.399, -3.060, -4.374], [2.392, -1.701, -4.763], [1.932, -7.851, -6.527], [3.247, -7.302, -5.461], [1.730, -7.869, -4.745], [-0.154, -6.764, -5.121], [-0.050, -5.879, -6.669], [-1.236, -4.520, -5.132], [0.327, -3.749, -5.333], [1.872, -5.404, -3.318], [1.076, -4.802, -1.873], [2.744, -3.202, -2.367], [1.173, -2.470, -2.801], [1.393, -1.267, -4.654], [2.672, -1.656, -5.815], [3.113, -1.124, -4.174]], "lowdin_charge": [-0.127, -0.268, 0.623, -0.227, -0.284, -0.057, -0.111, -0.084, -0.293, -0.057, -0.044, -0.457, -0.121, -0.107, -0.214, -0.140, -0.560, -0.025, 0.004, 0.039, 0.028, 0.046, 0.048, -0.017, 0.079, 0.060, 0.109, 0.097, 0.100, 0.073, 0.067, 0.077, 0.100, 0.091, 0.055, 0.061, 0.066, 0.079, 0.069, 0.073, 0.034, 0.075, 0.077, -0.121, -0.199, -0.203, -0.186, -0.124, -0.175, -0.202, -0.206, -0.113, 0.085, 0.087, 0.086, 0.123, 0.125, 0.126, 0.120, 0.116, 0.127, 0.128, 0.111, 0.089, 0.083, 0.089, -0.121, -0.200, -0.202, -0.184, -0.123, -0.179, -0.193, -0.206, -0.107, 0.086, 0.087, 0.086, 0.124, 0.126, 0.128, 0.120, 0.117, 0.127, 0.128, 0.124, 0.085, 0.085, 0.090], "charge": -1, "e_homo_ev": -3.53, "multiplicity": 1}

No. 2
{"formula": "C18H25ClN2SW", "method": "wB97M-V/def2-TZVPD", "symbols": ["C", "C", "C", "C", "Cl", "H", "H", "H", "H", "H", "H", "H", "H", "H", "C", "C", "C", "H", "C", "C", "H", "H", "H", "H", "C", "C", "C", "H", "C", "C", "H", "H", "H", "H", "W", "C", "N", "C", "C", "N", "C", "S", "H", "H", "H", "H", "H", "H"], "xyz": [[0.229, 0.710, -5.836], [1.607, 1.262, -6.214], [0.007, -0.638, -6.529], [-0.864, 1.700, -6.254], [0.151, 0.459, -4.005], [0.047, -0.504, -7.619], [-0.978, -1.052, -6.286], [0.790, -1.354, -6.260], [1.654, 1.410, -7.302], [2.405, 0.561, -5.949], [1.795, 2.235, -5.748], [-0.825, 1.851, -7.342], [-0.719, 2.679, -5.786], [-1.862, 1.316, -6.015], [1.916, -1.266, 0.792], [0.909, -1.959, 0.036], [0.985, -1.466, -1.338], [0.373, -2.856, 0.341], [2.041, -0.465, -1.372], [2.636, -0.413, -0.082], [3.554, 0.129, 0.164], [2.171, -1.473, 1.829], [0.487, -1.893, -2.208], [2.345, 0.072, -2.271], [-2.001, 1.209, -0.166], [-2.203, 0.105, 0.739], [-2.215, -1.102, -0.033], [-2.414, 0.182, 1.805], [-1.950, -0.765, -1.397], [-1.804, 0.671, -1.489], [-1.683, 1.242, -2.400], [-2.160, 2.261, 0.050], [-2.486, -2.083, 0.345], [-1.938, -1.441, -2.256], [-0.141, 0.080, -0.142], [-0.298, 0.541, 4.518], [-0.825, 1.733, 3.874], [-1.638, 2.652, 4.531], [-1.809, 3.708, 3.699], [-1.140, 3.386, 2.517], [-0.518, 2.187, 2.627], [0.664, 1.554, 1.539], [-0.612, -0.377, 4.002], [0.799, 0.574, 4.562], [-0.695, 0.529, 5.544], [-1.985, 2.460, 5.538], [-2.296, 4.654, 3.867], [-1.073, 3.966, 1.684]], "nbo_charge": [0.079, -0.641, -0.640, -0.641, -0.181, 0.241, 0.219, 0.222, 0.241, 0.221, 0.223, 0.242, 0.221, 0.219, -0.206, -0.338, -0.352, 0.284, -0.244, -0.121, 0.279, 0.274, 0.298, 0.295, -0.324, -0.321, -0.205, 0.275, -0.227, -0.309, 0.310, 0.280, 0.286, 0.294, 1.075, -0.417, -0.306, -0.039, -0.041, -0.480, 0.250, -0.010, 0.225, 0.245, 0.248, 0.268, 0.273, 0.456], "charge": 2, "e_homo_ev": [-14.25, -15.58], "e_above_lowest_ev": 0.000, "multiplicity": 3}

No. 3
{"formula": "C9H10N2S", "method": "wB97M-V/def2-TZVPD", "symbols": ["C", "C", "N", "C", "C", "C", "C", "C", "C", "N", "C", "S", "H", "H", "H", "H", "H", "H", "H", "H", "H", "H"], "xyz": [[-0.238, 1.940, 0.992], [-0.351, 2.274, -0.547], [-0.001, 1.047, -1.224], [-0.330, -0.226, -0.661], [-1.605, -0.631, -0.263], [-1.848, -1.825, 0.221], [-0.804, -2.799, 0.194], [0.469, -2.481, -0.149], [0.713, -1.104, -0.407], [2.087, -0.670, -0.177], [2.911, 0.230, -0.061], [4.157, 0.999, 0.542], [0.097, 2.732, 1.671], [0.412, 1.017, 1.020], [-1.246, 1.626, 1.161], [0.651, 2.863, -0.670], [-1.281, 2.788, -0.839], [0.817, 0.840, -1.644], [-2.230, 0.221, -0.297], [-2.872, -2.023, 0.434], [-0.896, -3.809, 0.570], [1.389, -3.010, 0.134]], "nbo_charge": [-0.624, -0.225, -0.618, 0.166, -0.234, -0.203, -0.220, -0.203, 0.077, -0.454, 0.222, -0.005, 0.222, 0.215, 0.200, 0.211, 0.202, 0.381, 0.214, 0.223, 0.219, 0.234], "e_homo_ev": -8.11, "e_above_lowest_ev": 2.742, "multiplicity": 1}